No. 1
49
Properties=species:S:1:pos:R:3:lowdin_charge:R:1 method="wB97M-V/def2-TZVPD" gap_ev=6.16 charge=-1 max_force_ha_per_bohr=0.0271 e_homo_ev=-4.2
Cs -1.670 -0.870 -0.259 1.184
C 4.537 -0.558 -0.231 -0.137
C 3.832 -0.289 -1.397 -0.107
C 2.555 0.247 -1.339 -0.035
C 1.952 0.549 -0.110 -0.353
C 2.658 0.230 1.057 -0.046
C 3.932 -0.308 0.995 -0.104
N 0.677 1.119 -0.076 -0.017
C 0.605 2.396 0.261 -0.254
C 1.775 3.217 0.502 -0.031
C 1.702 4.523 0.878 -0.109
C 0.465 5.178 1.055 -0.126
C -0.671 4.466 0.789 -0.059
C -0.640 3.117 0.379 -0.224
N -1.808 2.460 0.075 0.036
N -2.878 3.136 0.119 0.020
C -4.043 2.405 -0.192 -0.332
C -5.224 3.160 -0.172 -0.029
C -6.420 2.532 -0.447 -0.086
C -6.411 1.171 -0.738 -0.086
C -5.191 0.516 -0.744 -0.166
N -4.027 1.106 -0.481 0.011
H 5.529 -0.987 -0.278 0.093
H 4.281 -0.499 -2.361 0.099
H 2.005 0.475 -2.244 0.108
H 2.194 0.437 2.014 0.116
H 4.457 -0.541 1.913 0.100
H 2.750 2.770 0.368 0.100
H 2.625 5.070 1.039 0.095
H 0.419 6.210 1.377 0.083
H -1.642 4.927 0.888 0.091
H -5.161 4.212 0.061 0.102
H -7.346 3.094 -0.435 0.100
H -7.319 0.626 -0.955 0.094
H -5.140 -0.544 -0.978 0.103
Br 4.921 -4.766 0.294 0.681
C 3.024 -4.694 0.133 -0.683
C 2.416 -3.479 -0.114 -0.111
C 1.035 -3.436 -0.221 -0.029
C 0.270 -4.589 -0.100 -0.122
C 0.916 -5.800 0.138 -0.024
C 2.293 -5.863 0.263 -0.134
C -1.261 -4.555 -0.222 -0.678
O -1.856 -5.633 -0.290 -0.010
O -1.754 -3.391 -0.251 -0.427
H 3.003 -2.578 -0.216 0.067
H 0.545 -2.487 -0.416 0.032
H 0.294 -6.683 0.216 0.113
H 2.795 -6.802 0.456 0.092


No. 2
50
Properties=species:S:1:pos:R:3:mulliken_spin:R:1 method="wB97M-V/def2-TZVPD" relative_energy_kj_mol=269.72 gap_ev="5.53 / 6.61" spin_multiplicity=5 s_squared=6.234 max_force_ha_per_bohr=0.0174 e_homo_ev="-5.7 / -6.9"
Mn 0.228 -1.511 -0.068 3.173
O -0.153 3.000 -3.420 0.007
C -0.019 3.628 -2.237 0.044
C -0.157 5.012 -2.214 -0.022
C -0.022 5.716 -1.033 0.039
C 0.256 5.047 0.156 -0.022
C 0.387 3.673 0.144 0.036
C 0.247 2.937 -1.039 -0.003
C 0.364 1.491 -1.027 0.154
O 0.589 0.873 0.208 0.008
N 0.347 0.753 -2.077 -0.116
N 0.461 -0.574 -1.876 0.194
C 0.718 -1.330 -2.951 0.259
C 1.062 -2.679 -2.724 0.073
C 1.337 -3.583 -3.778 0.070
C 1.677 -4.876 -3.493 -0.011
C 1.743 -5.290 -2.151 0.148
C 1.464 -4.365 -1.171 -0.059
N 1.140 -3.092 -1.419 0.181
H 0.014 2.043 -3.280 -0.003
H -0.365 5.517 -3.149 -0.001
H -0.128 6.793 -1.039 0.003
H 0.369 5.595 1.081 0.000
H 0.610 3.151 1.065 0.005
H 0.721 -0.894 -3.943 0.024
H 1.269 -3.229 -4.798 0.002
H 1.891 -5.576 -4.290 0.000
H 2.008 -6.303 -1.884 0.011
H 1.502 -4.649 -0.125 0.003
I 2.604 -0.869 1.615 0.019
C 1.060 -0.173 2.888 -0.032
C 1.265 -0.426 4.211 -0.002
C 0.216 -0.262 5.139 -0.002
C -1.028 0.073 4.700 0.004
C -1.274 0.344 3.333 -0.013
C -2.584 0.654 2.890 0.014
C -2.826 0.919 1.576 -0.003
C -1.765 0.970 0.659 0.034
C -0.489 0.722 1.071 0.081
C -0.196 0.300 2.401 -0.065
H 2.223 -0.800 4.546 -0.001
H 0.401 -0.457 6.187 0.000
H -1.859 0.138 5.391 0.000
H -3.386 0.660 3.616 0.000
H -3.832 1.119 1.233 0.001
H -1.944 1.254 -0.370 -0.020
F -0.727 -3.007 1.348 0.009
C -1.343 -2.669 0.101 -0.196
F -2.573 -2.156 0.419 -0.006
H -1.504 -3.611 -0.426 -0.019


No. 3
64
Properties=species:S:1:pos:R:3:mulliken_spin:R:1 method="wB97M-V/def2-TZVPD" relative_energy_kj_mol=58.18 gap_ev="5.77 / 5.78" charge=-2 spin_multiplicity=5 s_squared=6.007 max_force_ha_per_bohr=0.0077 e_homo_ev="-1.7 / -1.8"
Fe 0.127 -0.065 0.513 3.752
Cl -4.004 3.006 -0.068 0.000
C -2.362 3.548 0.169 0.001
C -2.108 4.921 0.200 0.000
C -0.838 5.391 0.382 0.000
Cl -0.561 7.126 0.403 0.000
C 0.246 4.498 0.551 0.001
C 1.589 4.886 0.747 0.002
C 2.545 3.927 0.907 0.000
C 2.179 2.567 0.879 0.011
N 0.942 2.173 0.692 0.042
C -0.022 3.112 0.522 -0.001
C -1.355 2.579 0.310 0.003
O -1.540 1.331 0.270 0.030
H -2.932 5.612 0.077 0.000
H 1.840 5.939 0.768 0.000
H 3.584 4.187 1.056 0.000
H 2.926 1.803 1.021 0.000
Cl -0.699 -6.910 -0.548 0.000
C -1.045 -5.234 -0.234 -0.001
C -2.298 -4.852 0.191 0.003
Cl -3.567 -6.027 0.383 0.000
C -2.548 -3.491 0.467 0.007
Cl -4.142 -2.985 0.988 0.000
C -1.570 -2.507 0.323 0.002
O -1.719 -1.256 0.574 0.050
C -0.254 -2.916 -0.130 -0.023
O 0.616 -1.981 -0.253 0.041
C -0.034 -4.265 -0.401 0.011
Cl 1.545 -4.722 -0.965 0.000
C -3.199 0.335 3.131 0.000
N -2.520 -0.913 3.441 0.002
C -1.174 -1.012 3.406 -0.002
S -0.149 0.330 3.403 0.016
N -0.689 -2.273 3.420 0.002
C 0.716 -2.567 3.164 0.009
H -4.268 0.174 3.275 0.000
H -3.007 0.640 2.102 0.001
H -2.857 1.118 3.805 0.000
H -3.001 -1.719 3.064 -0.001
H -1.332 -2.983 3.097 0.000
H 1.026 -2.289 2.154 -0.003
H 0.860 -3.638 3.299 0.000
H 1.338 -2.020 3.869 0.001
N 2.726 -0.490 -5.795 0.000
C 2.681 0.339 -4.697 0.000
O 3.589 1.101 -4.440 0.000
C 1.430 0.236 -3.891 -0.004
C 0.193 0.023 -4.485 -0.001
C -0.932 -0.061 -3.685 0.003
C -0.781 0.072 -2.313 0.016
N 0.408 0.279 -1.742 0.021
C 1.490 0.361 -2.506 0.009
H 3.619 -0.542 -6.256 0.000
H 2.161 -1.322 -5.796 0.000
H 0.109 -0.047 -5.564 0.000
H -1.912 -0.231 -4.107 0.000
H -1.626 0.008 -1.637 -0.004
H 2.439 0.485 -1.996 0.000
F 4.393 0.342 1.652 0.000
B 3.647 -0.577 0.893 0.003
F 4.003 -1.876 1.210 0.001
F 3.826 -0.306 -0.473 -0.001
F 2.252 -0.369 1.208 -0.002


No. 4
59
Properties=species:S:1:pos:R:3:lowdin_charge:R:1 method="wB97M-V/def2-TZVPD" relative_energy_kj_mol=0.00 gap_ev=8.69 max_force_ha_per_bohr=0.0559 e_homo_ev=-9.5
C -0.253 -3.099 3.938 -0.052
C 0.884 -3.156 2.945 -0.301
O 1.596 -1.979 3.207 0.109
C 0.918 -1.147 3.978 -0.562
O 1.207 -0.044 4.319 0.190
O -0.137 -1.804 4.507 0.084
F 0.454 -3.122 1.652 -0.029
H -0.273 -3.923 4.649 0.139
H -1.133 -3.271 3.312 0.139
H 1.603 -3.977 2.961 0.173
C -1.002 -2.522 -4.726 -0.107
C -1.399 -3.536 -5.763 -0.341
O -0.524 -3.332 -6.826 0.137
C -0.146 -1.995 -6.721 -0.509
O 0.393 -1.413 -7.596 0.190
O -0.466 -1.455 -5.506 0.053
F -2.695 -3.426 -6.180 0.062
H -0.262 -2.942 -4.043 0.088
H -1.845 -2.346 -4.057 0.136
H -1.330 -4.582 -5.456 0.169
C 3.285 2.840 -2.817 -0.097
C 4.480 2.073 -2.208 -0.325
O 4.316 2.362 -0.838 0.128
C 3.151 2.976 -0.584 -0.535
O 2.765 3.294 0.502 0.178
O 2.426 3.050 -1.738 0.029
F 5.608 2.648 -2.659 0.086
H 2.906 2.263 -3.655 0.108
H 3.716 3.829 -2.992 0.147
H 4.371 1.003 -2.380 0.130
C -3.126 0.398 5.172 -0.057
C -2.273 1.401 5.640 -0.035
C -1.402 2.003 4.686 -0.013
C -1.362 1.614 3.391 -0.099
C -2.155 0.511 2.970 -0.087
C -3.032 -0.113 3.861 0.001
C -1.989 -0.126 1.619 -0.292
O -2.429 -1.252 1.477 0.077
C -1.517 0.803 0.564 -0.095
C -1.870 0.543 -0.780 -0.052
C -1.417 1.414 -1.756 -0.082
C -0.697 2.538 -1.402 -0.069
C -0.496 2.907 -0.077 0.010
C -0.785 1.962 0.917 -0.054
C -0.406 2.215 2.373 -0.263
O 0.486 2.957 2.696 0.139
H -3.755 -0.004 5.957 0.100
H -2.212 1.739 6.662 0.103
H -0.835 2.826 5.103 0.123
H -3.661 -0.913 3.501 0.115
H -2.414 -0.351 -1.046 0.100
H -1.606 1.193 -2.798 0.111
H -0.218 3.162 -2.145 0.108
H 0.091 3.790 0.130 0.120
C 1.260 -0.827 -1.153 -1.547
Br 2.669 -1.054 0.150 0.691
Br -0.045 -2.263 -1.155 0.704
Br 1.802 -0.432 -2.958 0.690
H 0.780 0.090 -0.826 -0.062


Please write out number 3 again, unchanged.
64
Properties=species:S:1:pos:R:3:mulliken_spin:R:1 method="wB97M-V/def2-TZVPD" relative_energy_kj_mol=58.18 gap_ev="5.77 / 5.78" charge=-2 spin_multiplicity=5 s_squared=6.007 max_force_ha_per_bohr=0.0077 e_homo_ev="-1.7 / -1.8"
Fe 0.127 -0.065 0.513 3.752
Cl -4.004 3.006 -0.068 0.000
C -2.362 3.548 0.169 0.001
C -2.108 4.921 0.200 0.000
C -0.838 5.391 0.382 0.000
Cl -0.561 7.126 0.403 0.000
C 0.246 4.498 0.551 0.001
C 1.589 4.886 0.747 0.002
C 2.545 3.927 0.907 0.000
C 2.179 2.567 0.879 0.011
N 0.942 2.173 0.692 0.042
C -0.022 3.112 0.522 -0.001
C -1.355 2.579 0.310 0.003
O -1.540 1.331 0.270 0.030
H -2.932 5.612 0.077 0.000
H 1.840 5.939 0.768 0.000
H 3.584 4.187 1.056 0.000
H 2.926 1.803 1.021 0.000
Cl -0.699 -6.910 -0.548 0.000
C -1.045 -5.234 -0.234 -0.001
C -2.298 -4.852 0.191 0.003
Cl -3.567 -6.027 0.383 0.000
C -2.548 -3.491 0.467 0.007
Cl -4.142 -2.985 0.988 0.000
C -1.570 -2.507 0.323 0.002
O -1.719 -1.256 0.574 0.050
C -0.254 -2.916 -0.130 -0.023
O 0.616 -1.981 -0.253 0.041
C -0.034 -4.265 -0.401 0.011
Cl 1.545 -4.722 -0.965 0.000
C -3.199 0.335 3.131 0.000
N -2.520 -0.913 3.441 0.002
C -1.174 -1.012 3.406 -0.002
S -0.149 0.330 3.403 0.016
N -0.689 -2.273 3.420 0.002
C 0.716 -2.567 3.164 0.009
H -4.268 0.174 3.275 0.000
H -3.007 0.640 2.102 0.001
H -2.857 1.118 3.805 0.000
H -3.001 -1.719 3.064 -0.001
H -1.332 -2.983 3.097 0.000
H 1.026 -2.289 2.154 -0.003
H 0.860 -3.638 3.299 0.000
H 1.338 -2.020 3.869 0.001
N 2.726 -0.490 -5.795 0.000
C 2.681 0.339 -4.697 0.000
O 3.589 1.101 -4.440 0.000
C 1.430 0.236 -3.891 -0.004
C 0.193 0.023 -4.485 -0.001
C -0.932 -0.061 -3.685 0.003
C -0.781 0.072 -2.313 0.016
N 0.408 0.279 -1.742 0.021
C 1.490 0.361 -2.506 0.009
H 3.619 -0.542 -6.256 0.000
H 2.161 -1.322 -5.796 0.000
H 0.109 -0.047 -5.564 0.000
H -1.912 -0.231 -4.107 0.000
H -1.626 0.008 -1.637 -0.004
H 2.439 0.485 -1.996 0.000
F 4.393 0.342 1.652 0.000
B 3.647 -0.577 0.893 0.003
F 4.003 -1.876 1.210 0.001
F 3.826 -0.306 -0.473 -0.001
F 2.252 -0.369 1.208 -0.002